[1]
C11H25N2O5P2Tl | ωB97M-V/def2-TZVPD

Last column: Löwdin charge in e.
CARTESIAN COORDINATES (ANGSTROEM)
H  -3.324  -0.661  -3.072  0.110
N  -1.505  -0.267  -0.287  0.062
C  -1.797  -0.531  -1.567  -0.320
C  -0.179  0.693  4.064  -0.303
C  -2.439  0.110  0.605  -0.298
O  2.225  1.653  -2.305  -0.178
H  -5.159  -0.047  -1.432  0.110
H  1.173  -3.554  -0.551  0.048
N  4.434  -0.498  3.487  -0.544
H  -4.511  0.452  0.954  0.122
O  4.810  -0.158  2.237  -0.354
H  -0.904  1.309  4.617  0.042
H  1.657  -2.082  -3.593  0.080
Tl  2.975  0.276  1.125  0.782
H  -0.996  3.176  1.354  0.039
O  0.240  1.245  -3.850  -0.104
C  0.301  -3.177  -1.083  -0.217
C  -3.768  0.157  0.192  -0.046
P  -0.293  1.010  2.258  0.827
H  0.991  1.563  -3.232  0.019
H  -0.404  1.966  -3.911  0.070
H  3.152  1.866  -2.475  0.060
H  -0.553  -3.212  -0.410  0.052
H  0.118  -3.745  -1.997  0.058
H  -2.174  -0.464  2.719  0.093
P  0.718  -1.438  -1.422  0.897
H  0.843  0.896  4.403  0.031
H  0.285  -0.774  -0.205  0.017
C  -0.643  -0.880  -2.487  -0.269
C  -2.040  0.410  2.052  -0.305
H  -0.323  0.051  -3.147  0.058
C  -0.599  2.833  2.318  -0.293
H  2.848  -2.170  -2.267  0.052
H  -1.266  3.093  3.149  0.037
C  -3.111  -0.433  -2.037  -0.014
H  0.377  3.312  2.457  0.035
H  -0.903  -1.702  -3.177  0.103
H  1.892  0.975  -0.057  -0.271
H  2.122  1.454  -1.302  -0.082
H  -2.704  1.204  2.423  0.083
C  -4.120  -0.096  -1.116  -0.051
O  5.284  -0.752  4.324  0.049
O  3.175  -0.526  3.679  -0.167
H  2.437  -0.587  -2.960  0.037
C  2.029  -1.570  -2.680  -0.197
H  -0.368  -0.379  4.207  0.041

Computed properties:
HOMO energy   -0.193 hartree
Orbital gap   5.26 eV



[2]
C11H25N3O22S4 | ωB97M-V/def2-TZVPD

Last column: Löwdin charge in e.
CARTESIAN COORDINATES (ANGSTROEM)
H  -0.321  -5.280  2.423  0.085
H  -1.211  -0.786  -3.663  0.092
O  -0.195  -0.008  -0.926  -0.179
O  -5.555  -0.104  -1.103  -0.246
H  -2.792  5.613  -1.692  0.094
H  -5.351  -1.646  2.786  0.130
H  -1.929  -5.257  1.519  0.095
O  -1.255  -1.476  0.674  -0.224
C  2.890  -2.991  -2.504  -0.175
S  0.006  -0.904  0.307  0.566
C  -1.045  -4.717  1.855  0.061
O  2.794  -4.245  -3.159  -0.161
H  1.025  2.144  0.971  0.141
O  -7.762  -0.545  -0.071  -0.248
C  1.172  1.115  0.630  -0.133
O  1.133  -1.790  0.016  -0.244
H  -3.943  -1.811  1.556  0.103
H  -1.821  6.924  -2.473  0.093
O  1.044  -0.048  -3.993  0.043
H  3.340  -3.241  -1.536  0.144
S  -6.319  -0.394  0.098  0.606
H  2.910  2.406  7.346  0.135
C  -2.086  5.888  -2.453  0.042
O  -5.971  0.646  1.199  -0.186
C  -1.008  -0.803  -4.722  0.086
O  2.798  1.817  5.357  -0.176
O  1.320  -3.521  -4.996  -0.233
H  -0.184  1.950  -0.899  0.106
C  3.551  2.074  6.530  -0.110
H  1.962  -2.507  -2.305  0.094
C  0.541  1.156  -0.819  -0.144
O  0.416  0.159  1.328  -0.153
H  -2.609  5.651  -3.386  0.112
O  3.273  -4.991  -5.404  -0.230
H  4.064  1.137  6.756  0.135
H  5.526  3.003  6.555  0.130
O  -5.792  -1.678  0.802  -0.178
N  0.265  -0.011  -4.908  -0.446
S  3.351  2.484  4.123  0.537
C  4.577  3.180  6.073  -0.159
C  -4.849  0.260  1.868  -0.166
H  -1.716  -0.321  -5.368  0.095
H  -4.010  0.591  1.268  0.119
N  -0.888  5.055  -2.274  -0.446
H  -0.641  -1.742  -5.066  0.080
O  -1.033  3.901  -1.912  0.049
H  3.341  -1.008  -3.390  0.130
O  0.183  5.556  -2.508  0.088
H  4.750  -2.107  -3.240  0.130
S  2.669  -3.900  -4.684  0.589
O  -0.639  -2.867  3.284  0.071
H  -0.405  -4.367  1.025  0.096
H  1.293  1.111  -1.575  0.120
H  4.235  4.188  6.193  0.123
O  3.604  -2.643  -4.750  -0.168
H  -4.946  0.817  2.806  0.141
O  0.510  0.395  -6.015  0.083
O  3.560  1.451  3.186  -0.207
N  -1.478  -3.561  2.768  -0.431
O  4.755  2.963  4.694  -0.175
H  2.180  0.745  0.753  0.124
C  3.677  -2.069  -3.446  -0.152
O  2.616  3.679  3.846  -0.221
C  -4.892  -1.357  1.844  -0.111
O  -2.682  -3.360  2.800  0.033

Computed properties:
HOMO energy   -0.394 hartree
Orbital gap   10.53 eV



[3]
C11H25N5O4P | ωB97M-V/def2-TZVPD

Last column: Löwdin charge in e.
CARTESIAN COORDINATES (ANGSTROEM)
C  -1.541  -2.157  2.516  -0.217
H  4.696  3.065  2.734  0.083
H  3.856  4.524  3.315  0.089
H  3.750  5.993  0.503  0.090
P  -0.360  -4.987  -3.435  0.818
H  1.119  -3.383  -3.926  0.054
O  3.172  2.968  0.736  0.045
C  -1.930  -2.006  0.005  -0.107
H  -0.399  -0.981  1.132  0.109
O  0.689  -4.153  -4.316  -0.258
H  -2.525  -2.638  2.419  0.129
H  1.040  0.793  -0.982  0.083
C  2.923  5.336  0.777  -0.019
H  -0.147  -2.706  0.966  0.119
C  -1.790  0.886  -1.028  -0.150
H  1.096  2.306  -0.083  0.060
C  -0.832  -0.439  -2.983  -0.080
H  -2.855  0.613  3.621  0.101
C  0.492  1.717  -0.765  -0.086
N  -1.353  -0.337  -1.768  0.019
N  -0.829  1.490  -0.186  -0.076
C  4.373  4.067  2.470  -0.019
C  -2.697  -0.120  2.836  -0.091
H  -2.314  -3.019  -0.109  0.134
N  -0.754  -3.745  -2.171  -0.036
C  -0.892  -2.417  -2.271  -0.369
N  -0.538  -1.672  -3.333  0.170
H  5.243  4.688  2.247  0.090
H  -2.681  0.624  -0.465  0.122
H  1.298  -5.530  -2.068  0.068
O  0.503  -5.929  -2.445  -0.265
H  -3.628  -0.678  2.684  0.099
H  -2.086  1.564  -1.828  0.142
H  2.282  5.179  -0.087  0.078
H  -0.762  1.014  0.703  0.083
H  0.383  2.272  -1.697  0.090
H  -0.911  -2.819  3.105  0.131
C  3.458  4.016  1.274  -0.496
H  -1.015  -4.156  -1.287  0.090
C  -0.910  -1.944  1.133  -0.127
H  -2.449  0.422  1.913  0.062
H  -2.800  -1.384  0.213  0.121
O  -1.660  -0.974  3.260  -0.166
H  -0.683  0.435  -3.598  0.155
H  2.361  5.833  1.569  0.089
N  -1.396  -1.633  -1.298  0.041

Computed properties:
Total charge   +1
HOMO energy   -0.436 hartree
Orbital gap   9.24 eV



[4]
C11H25NO3P2Ti | ωB97M-V/def2-TZVPD

Last column: Löwdin spin population.
CARTESIAN COORDINATES (ANGSTROEM)
H  -0.191  0.651  4.998  0.000
H  3.495  1.934  -0.819  0.000
H  2.806  -2.564  -1.639  0.000
H  -1.071  -3.015  0.253  0.001
H  0.595  -0.128  -0.925  -0.018
H  -1.878  0.200  4.770  0.000
H  1.265  -3.403  -1.969  0.000
H  1.428  2.846  -1.918  0.000
H  -0.031  -3.028  1.721  0.000
O  -3.401  -2.035  -1.053  0.084
H  0.417  -3.994  0.267  0.000
H  -0.551  -0.287  -3.838  0.001
H  0.031  3.518  -1.082  0.000
P  -0.519  1.387  -2.116  0.001
C  -0.568  -0.525  3.262  0.002
C  -2.549  -1.344  -0.647  0.124
H  -0.637  2.665  3.787  0.000
H  3.440  1.975  -0.054  0.000
C  0.346  3.005  -2.001  -0.001
H  -2.338  2.583  -3.276  0.001
H  -2.548  2.581  -1.486  0.001
H  -2.925  1.111  -2.420  0.001
H  1.066  0.432  -3.665  0.000
H  2.173  -3.754  -0.514  -0.001
C  -2.246  1.976  -2.357  0.004
N  -0.647  0.030  1.990  0.004
C  2.301  -1.670  1.106  0.007
C  -0.972  1.340  2.022  0.006
H  -2.282  2.126  3.513  0.000
Ti  -0.986  -0.124  -0.093  0.769
C  -1.231  1.810  3.438  0.001
O  -1.138  1.902  0.896  0.004
H  3.012  -2.502  0.928  0.001
C  -0.979  0.550  4.248  0.000
H  2.852  -0.724  0.991  0.000
P  0.976  -1.737  -0.178  0.005
C  1.883  -2.944  -1.196  0.001
C  -0.009  0.662  -3.719  0.004
H  1.946  -1.767  2.158  0.000
O  -0.255  -1.690  3.442  0.001
H  0.164  3.687  -2.851  0.000
H  -0.212  1.310  -4.587  0.000
C  -0.033  -3.046  0.611  -0.001

Computed properties:
Total charge   +1
HOMO energy (alpha / beta)   -0.402 / -0.387 hartree
Orbital gap (alpha / beta)   6.86 / 6.48 eV
Spin multiplicity   2



[5]
C11H26AlCl2O | ωB97M-V/def2-TZVPD

Last column: Löwdin charge in e.
CARTESIAN COORDINATES (ANGSTROEM)
H  2.116  -1.844  -1.306  0.108
H  -2.104  1.025  0.983  0.032
H  0.528  2.269  -3.432  0.128
Cl  2.525  -2.439  5.713  0.467
H  -0.695  3.650  -1.727  0.070
H  0.440  -1.680  -1.823  0.089
H  -2.013  2.473  -1.771  0.077
H  -0.443  -0.272  -3.436  0.059
H  -2.380  0.007  3.845  0.083
H  -1.874  -1.145  -0.380  -0.068
H  -0.767  -3.333  0.677  -0.092
H  0.129  -0.790  2.850  0.021
H  2.728  -3.462  3.611  0.023
H  -1.616  3.413  -3.214  0.070
C  1.221  -1.204  -1.203  -0.327
H  3.728  -0.134  -1.720  0.068
C  1.576  0.162  -1.838  -0.357
C  1.921  -2.950  4.119  -1.014
H  -1.955  0.571  -3.179  0.076
H  -0.185  0.890  -0.811  0.093
C  -1.187  2.897  -2.350  -0.095
H  1.589  0.005  -2.927  0.123
H  -1.083  1.044  3.322  0.085
C  0.536  1.261  -1.542  -0.159
Cl  0.545  -4.039  4.227  0.513
H  3.017  0.693  -0.325  0.081
O  0.861  -1.134  0.137  -0.296
C  -2.665  0.830  1.899  -0.167
H  1.601  -2.068  3.577  0.000
C  -0.932  0.697  -3.547  -0.072
H  -0.993  0.918  -4.618  0.070
H  -1.217  -1.839  3.200  0.011
Al  -0.752  -1.689  0.674  0.159
H  1.041  2.106  -1.056  0.113
H  -3.132  1.764  2.231  0.056
C  2.976  0.601  -1.415  -0.089
C  -0.211  1.798  -2.763  -0.433
C  -0.917  -0.993  2.569  -0.284
C  -1.751  0.245  2.976  -0.348
H  -3.456  0.127  1.621  0.062
H  3.251  1.569  -1.847  0.068

Computed properties:
Total charge   -1
HOMO energy   -0.174 hartree
Orbital gap   7.62 eV



Relative energy (zero: lowest compared OMol25 entry of this formula, charge and spin) / kcal/mol: 39.4 38.7 34.6 24.6 0.0